# 1
Density functional theory data (the ωB97M-V functional and the def2-TZVPD basis) for a gas-phase ion, C3H7NO (charge +1).

XYZ file:
```
12
Properties=species:S:1:pos:R:3
O 1.684 -0.490 -0.156
C 0.832 -0.169 -0.921
C -0.599 0.150 -0.359
C -0.978 -0.905 0.740
N -0.475 1.392 0.341
H 0.988 -0.060 -2.005
H -1.308 0.252 -1.181
H -0.868 -0.521 1.746
H -0.358 -1.793 0.645
H -2.014 -1.183 0.553
H 0.440 1.535 0.793
H -1.242 1.671 0.963
```

## Properties
2S+1   2
Frontier orbital gap (spin up / spin down)   11.129 / 6.328 eV
Net charge   +1
Calculated total energy   -248.13431 a.u.

---

# 2
Density functional theory data (the ωB97M-V functional and the def2-TZVPD basis) for 2 unconnected molecules or ions with the total composition C3H7NO.

XYZ file:
```
12
Properties=species:S:1:pos:R:3
C 1.527 1.501 0.019
C 1.527 0.411 -0.767
H 1.195 1.469 1.055
H 1.899 2.472 -0.432
H 2.015 -0.490 -0.324
H 1.655 0.491 -1.822
C -1.371 -1.582 0.227
N -1.904 -0.422 0.674
O -1.399 -1.834 -0.934
H -1.087 -2.235 0.971
H -2.603 -0.039 0.069
H -1.453 0.259 1.264
```

## Properties
2S+1   2
Frontier orbital gap (spin up / spin down)   8.134 / 3.848 eV
Net charge   +1
Calculated total energy   -248.06601 a.u.

---

# 3
Density functional theory data (the ωB97M-V functional and the def2-TZVPD basis) for a single C3H7NO2 molecule.

XYZ file:
```
13
Properties=species:S:1:pos:R:3
C 1.535 -0.861 -0.304
C 1.098 0.222 0.554
O 0.256 1.137 -0.155
C -1.067 0.846 -0.204
N -1.491 -0.323 0.074
O -2.892 -0.524 0.111
H 0.613 -1.183 -1.076
H 1.928 -1.759 0.245
H 2.536 -0.353 -0.861
H 0.576 -0.119 1.446
H 1.875 0.866 0.815
H -1.674 1.772 -0.471
H -3.293 0.279 -0.174
```

## Properties
Frontier orbital gap   10.392 eV
Structure (SMILES)   CCO/C=N/O
Calculated total energy   -323.62366 a.u.

---

Copy entry 1 word for word.
Density functional theory data (the ωB97M-V functional and the def2-TZVPD basis) for a gas-phase ion, C3H7NO (charge +1).

XYZ file:
```
12
Properties=species:S:1:pos:R:3
O 1.684 -0.490 -0.156
C 0.832 -0.169 -0.921
C -0.599 0.150 -0.359
C -0.978 -0.905 0.740
N -0.475 1.392 0.341
H 0.988 -0.060 -2.005
H -1.308 0.252 -1.181
H -0.868 -0.521 1.746
H -0.358 -1.793 0.645
H -2.014 -1.183 0.553
H 0.440 1.535 0.793
H -1.242 1.671 0.963
```

## Properties
2S+1   2
Frontier orbital gap (spin up / spin down)   11.129 / 6.328 eV
Net charge   +1
Calculated total energy   -248.13431 a.u.

---

> calculated total energy of number 3 (C3H7NO2)?

-323.62366 a.u.